w) CH5NO | the ωB97M-V functional and the def2-TZVPD basis

Calculated values
spin multiplicity: 1
HOMO-LUMO gap: 10.5 eV
HOMO energy: -0.35371 Eh
SMILES string: C=O.N

Last column: natural (NBO) charge in e.
CARTESIAN COORDINATES (ANGSTROEM)
1 C 1.33 -0.15 0.71  0.27
2 O 0.66 0.40 1.51  -0.50
3 H 1.09 -1.17 0.40  0.11
4 H 2.29 0.35 0.43  0.11
5 N -1.52 0.08 -0.73  -1.10
6 H -1.55 0.28 -1.77  0.37
7 H -1.41 0.88 -0.19  0.37
8 H -0.90 -0.68 -0.38  0.36



x) CH5NO | the ωB97M-V functional and the def2-TZVPD basis

Calculated values
spin multiplicity: 1
HOMO-LUMO gap: 10.6 eV
HOMO energy: -0.36516 Eh
SMILES string: C=O.N

Last column: natural (NBO) charge in e.
CARTESIAN COORDINATES (ANGSTROEM)
1 C 2.27 1.10 -0.08  0.29
2 O 3.02 0.38 -0.65  -0.49
3 H 2.16 2.34 -0.14  0.10
4 H 1.39 0.69 0.62  0.10
5 N -2.11 -1.34 0.01  -1.09
6 H -1.58 -0.56 -0.45  0.36
7 H -2.23 -1.05 1.12  0.37
8 H -2.92 -1.56 -0.44  0.36



Energy ordering: w) at the bottom, the next structure 0.0232 hartree above.



w) CH4N2O3 | the ωB97M-V functional and the def2-TZVPD basis

Calculated values
spin multiplicity: 1
HOMO-LUMO gap: 10.4 eV
HOMO energy: -0.36102 Eh
SMILES string: CN(O)[N+](=O)[O-]

Last column: natural (NBO) charge in e.
CARTESIAN COORDINATES (ANGSTROEM)
1 C 0.37 -0.30 0.60  -0.37
2 N -1.07 0.28 -0.21  0.01
3 O -0.83 1.21 -1.24  -0.54
4 N -2.27 -0.21 -0.16  0.59
5 O -2.44 -1.26 0.46  -0.44
6 O -3.15 0.48 -0.68  -0.47
7 H -0.19 -0.77 1.49  0.26
8 H 0.94 -0.99 -0.20  0.24
9 H 0.91 0.59 0.82  0.22
10 H -1.78 1.49 -1.34  0.49



x) CH4N2O3 | the ωB97M-V functional and the def2-TZVPD basis

Calculated values
spin multiplicity: 1
HOMO-LUMO gap: 10.5 eV
HOMO energy: -0.36022 Eh
SMILES string: NC=O.O=NO

Last column: natural (NBO) charge in e.
CARTESIAN COORDINATES (ANGSTROEM)
1 N 2.48 0.03 0.07  -0.80
2 C 1.19 0.31 -0.16  0.54
3 O 0.31 -0.52 -0.21  -0.65
4 H 2.75 -0.93 0.21  0.40
5 H 3.18 0.75 0.16  0.40
6 H 0.99 1.39 -0.28  0.12
7 O -3.98 0.63 0.03  -0.30
8 N -2.82 0.37 0.06  0.34
9 O -2.54 -0.98 0.05  -0.56
10 H -1.57 -1.05 0.07  0.51



y) CH4N2O3 | the ωB97M-V functional and the def2-TZVPD basis

Calculated values
spin multiplicity: 1
HOMO-LUMO gap: 11.0 eV
HOMO energy: -0.39393 Eh
SMILES string: C=N[N+](=O)[O-].O

Last column: natural (NBO) charge in e.
CARTESIAN COORDINATES (ANGSTROEM)
1 C 0.72 0.56 0.52  0.05
2 N -0.05 1.45 0.95  -0.30
3 N -0.40 2.47 0.14  0.62
4 O -0.94 2.26 -0.89  -0.40
5 O -0.11 3.56 0.52  -0.37
6 H 1.24 0.61 -0.39  0.17
7 H 0.82 -0.32 1.06  0.20
8 O -0.72 -0.95 -0.36  -0.95
9 H -1.25 -1.75 -0.37  0.49
10 H -0.91 -0.46 -1.16  0.49



z) CH4N2O3 | the ωB97M-V functional and the def2-TZVPD basis

Calculated values
spin multiplicity: 1
HOMO-LUMO gap: 10.1 eV
HOMO energy: -0.37190 Eh
SMILES string: NOC[N+](=O)[O-]

Last column: natural (NBO) charge in e.
CARTESIAN COORDINATES (ANGSTROEM)
1 N 0.07 -0.78 -1.27  -0.52
2 O 0.81 0.33 -0.89  -0.38
3 C 0.42 0.86 0.35  0.02
4 N -0.76 1.73 -0.13  0.51
5 O -1.64 1.13 -0.71  -0.41
6 O -0.76 2.91 0.12  -0.35
7 H -0.91 -0.48 -1.37  0.37
8 H 0.09 -1.57 -0.61  0.33
9 H -0.22 -0.09 0.98  0.20
10 H 1.14 1.54 0.75  0.22



Energy ordering: x) at the bottom, the next structure 0.0928 hartree above.



w) C4H10N2OS | the ωB97M-V functional and the def2-TZVPD basis

Calculated values
spin multiplicity: 1
HOMO-LUMO gap: 3.9 eV
HOMO energy: -0.28669 Eh

Last column: natural (NBO) charge in e.
CARTESIAN COORDINATES (ANGSTROEM)
1 O -0.11 1.13 -0.86  -0.76
2 C -0.25 -0.17 -0.29  0.14
3 N 1.01 -0.93 -0.13  -0.16
4 C 2.10 -0.49 -0.90  -0.14
5 N 3.19 0.07 0.02  -0.85
6 C -1.17 -0.06 0.96  -0.42
7 C -2.70 -0.02 0.76  -0.53
8 S -3.16 1.09 -0.75  -0.26
9 H -1.01 -0.67 -0.89  0.28
10 H 1.78 0.39 -1.62  0.21
11 H 2.45 -1.36 -1.51  0.24
12 H 2.81 0.25 0.93  0.38
13 H 4.18 0.08 -0.08  0.40
14 H -0.86 -0.90 1.62  0.23
15 H -0.72 0.80 1.45  0.23
16 H -3.40 0.16 1.58  0.26
17 H -3.09 -0.95 0.34  0.22
18 H -1.05 1.58 -0.62  0.50



x) C4H10N2OS | the ωB97M-V functional and the def2-TZVPD basis

Calculated values
spin multiplicity: 1
HOMO-LUMO gap: 9.1 eV
HOMO energy: -0.34698 Eh

Last column: natural (NBO) charge in e.
CARTESIAN COORDINATES (ANGSTROEM)
1 C 0.99 0.91 3.27  -0.73
2 C -0.63 0.34 -1.90  -0.44
3 C -0.03 0.47 -0.56  -0.25
4 C -0.07 -1.05 -2.35  -0.24
5 N -0.11 -0.87 -0.02  -0.46
6 N 0.32 -1.72 -1.05  -0.46
7 O -1.29 1.50 3.92  -0.91
8 S -0.57 0.46 3.17  1.17
9 H 1.09 1.80 3.90  0.23
10 H 1.87 0.63 2.73  0.23
11 H -1.56 0.00 -1.64  0.20
12 H -0.61 1.23 -2.67  0.23
13 H 1.06 0.64 -0.41  0.18
14 H -0.54 1.04 0.06  0.20
15 H -0.98 -1.58 -2.82  0.19
16 H 0.78 -1.02 -2.95  0.19
17 H -1.04 -1.08 0.24  0.33
18 H 1.32 -1.70 -0.92  0.34



Energy ordering: x) at the bottom, the next structure 0.1012 hartree above.



w) C4H10N2OS | the ωB97M-V functional and the def2-TZVPD basis

Calculated values
spin multiplicity: 1
HOMO-LUMO gap: 6.1 eV
HOMO energy: -0.36235 Eh

Last column: natural (NBO) charge in e.
CARTESIAN COORDINATES (ANGSTROEM)
1 O -3.82 0.03 -0.93  -0.60
2 C -3.13 0.14 0.32  0.22
3 N -1.84 0.04 0.84  -0.42
4 C -0.65 0.20 0.06  -0.15
5 C -0.45 -0.94 -0.98  -0.62
6 S 3.69 -0.51 -0.42  -0.12
7 C 0.47 0.41 1.02  -0.21
8 N 1.52 1.36 0.63  -0.73
9 H -3.95 0.45 1.05  0.18
10 H -3.35 -0.91 -0.39  0.49
11 H -0.68 1.11 -0.48  0.21
12 H -1.30 -1.67 -0.88  0.20
13 H -0.41 -0.62 -2.03  0.23
14 H 0.50 -1.50 -0.81  0.23
15 H 0.19 0.58 2.08  0.24
16 H 0.93 -0.77 1.23  0.16
17 H 2.30 0.93 0.15  0.31
18 H 2.04 1.69 1.51  0.38



x) C4H10N2OS | the ωB97M-V functional and the def2-TZVPD basis

Calculated values
spin multiplicity: 1
HOMO-LUMO gap: 9.8 eV
HOMO energy: -0.33244 Eh
SMILES string: C/C(=N/N)O[C@@H](C)S

Last column: natural (NBO) charge in e.
CARTESIAN COORDINATES (ANGSTROEM)
1 C 0.99 -1.98 0.69  -0.70
2 C 1.08 -0.73 -0.10  0.50
3 N 2.23 -0.42 -0.49  -0.30
4 N 2.42 0.92 -1.29  -0.67
5 O 0.08 0.24 -0.15  -0.53
6 C -1.22 0.04 0.06  -0.03
7 C -1.77 1.48 0.55  -0.61
8 S -2.13 -0.52 -1.36  -0.05
9 H 0.92 -1.69 1.68  0.22
10 H 1.80 -2.68 0.59  0.26
11 H 0.23 -2.75 0.57  0.23
12 H 3.36 1.13 -1.09  0.36
13 H 1.73 1.60 -0.96  0.36
14 H -1.49 -0.59 0.87  0.18
15 H -1.14 1.80 1.40  0.21
16 H -1.54 2.14 -0.25  0.21
17 H -2.79 1.35 0.93  0.22
18 H -2.75 0.66 -1.65  0.13



Energy ordering: x) at the bottom, the next structure 0.2337 hartree above.



w) C4H10N2OS | the ωB97M-V functional and the def2-TZVPD basis

Calculated values
spin multiplicity: 1
HOMO-LUMO gap: 9.1 eV
HOMO energy: -0.31565 Eh
SMILES string: NCCCN(O)C=S

Last column: natural (NBO) charge in e.
CARTESIAN COORDINATES (ANGSTROEM)
1 N 1.41 -1.76 0.09  -0.86
2 C 1.38 -0.50 -0.63  -0.22
3 C 1.13 0.66 0.33  -0.41
4 C -0.22 0.59 1.03  -0.25
5 N -1.34 0.72 0.11  -0.11
6 O -1.58 2.03 -0.31  -0.54
7 C -2.24 -0.20 -0.24  -0.06
8 S -2.22 -1.81 0.14  -0.20
9 H 1.87 -2.49 -0.51  0.36
10 H 0.45 -2.07 0.28  0.38
11 H 0.64 -0.45 -1.46  0.16
12 H 2.34 -0.34 -1.10  0.20
13 H 1.18 1.63 -0.20  0.19
14 H 1.94 0.64 1.11  0.23
15 H -0.35 -0.38 1.51  0.24
16 H -0.34 1.38 1.79  0.22
17 H -1.04 2.16 -1.08  0.47
18 H -3.00 0.20 -0.85  0.21



x) C4H10N2OS | the ωB97M-V functional and the def2-TZVPD basis

Calculated values
spin multiplicity: 1
HOMO-LUMO gap: 9.1 eV
HOMO energy: -0.31696 Eh

Last column: natural (NBO) charge in e.
CARTESIAN COORDINATES (ANGSTROEM)
1 C -1.97 1.78 0.28  -0.47
2 C 0.04 0.63 0.13  0.42
3 C -0.43 -0.57 1.01  -0.54
4 C -0.72 -1.70 -0.15  -0.09
5 H -1.54 2.21 1.21  0.21
6 H -2.40 2.50 -0.38  0.20
7 H -2.66 0.92 0.28  0.19
8 H -1.27 -0.29 1.67  0.26
9 H 0.47 -1.10 1.56  0.25
10 H -0.03 -1.53 -1.39  0.24
11 H -0.44 -2.92 0.24  0.22
12 H -2.88 -0.77 -1.08  0.47
13 H 1.10 1.22 -1.32  0.42
14 H 2.66 0.83 0.90  0.11
15 N -0.70 1.64 -0.41  -0.50
16 N 1.12 0.41 -0.63  -0.76
17 O -2.40 -1.60 -0.31  -0.81
18 S 2.61 -0.22 0.03  0.17



Energy ordering: w) at the bottom, the next structure 0.1791 hartree above.



w) C2H12NO2S | the ωB97M-V functional and the def2-TZVPD basis

Calculated values
spin multiplicity: 1
charge: +1
HOMO-LUMO gap: 10.1 eV
HOMO energy: -0.48502 Eh

Last column: natural (NBO) charge in e.
CARTESIAN COORDINATES (ANGSTROEM)
1 C 0.19 1.21 0.35  -0.24
2 C 1.43 1.61 1.14  -0.54
3 S 2.92 0.54 0.83  -0.02
4 N 0.01 -0.28 0.45  -0.70
5 H -0.66 1.72 0.79  0.24
6 H 0.26 1.45 -0.70  0.23
7 H 1.70 2.66 1.06  0.26
8 H 1.34 1.48 2.22  0.23
9 H 2.80 0.65 -0.50  0.12
10 H 0.50 -0.69 1.24  0.44
11 H -0.99 -0.55 0.41  0.47
12 H 0.50 -0.73 -0.33  0.46
13 H -2.56 -1.28 -0.69  0.50
14 H -3.42 -0.99 0.58  0.51
15 O -2.71 -0.67 0.04  -0.96
16 H -0.95 -1.57 -2.68  0.49
17 H 0.00 -2.71 -2.24  0.50
18 O -0.36 -1.84 -1.98  -0.99



x) C2H12NO2S | the ωB97M-V functional and the def2-TZVPD basis

Calculated values
spin multiplicity: 1
charge: +1
HOMO-LUMO gap: 10.0 eV
HOMO energy: -0.47656 Eh

Last column: natural (NBO) charge in e.
CARTESIAN COORDINATES (ANGSTROEM)
1 C -0.36 -0.05 1.27  -0.23
2 C 0.63 1.06 1.41  -0.58
3 S -0.06 2.63 0.81  0.01
4 N -0.70 -0.48 -0.15  -0.73
5 H -0.16 -1.00 1.78  0.22
6 H -1.30 0.28 1.75  0.23
7 H 0.77 1.19 2.50  0.27
8 H 1.68 0.83 1.18  0.25
9 H 0.50 2.68 -0.40  0.13
10 H -1.71 -0.55 -0.28  0.43
11 H -0.30 -0.01 -0.98  0.47
12 H -0.29 -1.44 -0.25  0.47
13 H 0.18 1.24 -3.25  0.50
14 H -0.93 2.00 -2.52  0.50
15 O -0.45 1.15 -2.53  -0.97
16 H 1.10 -3.08 0.62  0.50
17 H 0.70 -3.62 -0.75  0.51
18 O 0.70 -2.82 -0.22  -0.96



Energy ordering: w) at the bottom, the next structure 0.0064 hartree above.